Record 1
# C35H76O27S4

A 15-piece molecular cluster, C35H76O27S4 overall in a non-equilibrium geometry (ωB97M-V/def2-TZVPD, the Open Molecules 2025 dataset).

Values from the calculation:
max |F| = 3.29 eV/Å
multiplicity = 1
total charge = 0
Kohn-Sham gap = 0.38307 Ha

Atoms and positions in Å:
1 C -23.82 11.71 7.38
2 C -22.31 11.97 7.47
3 C -21.70 11.66 6.12
4 S -22.96 10.61 5.23
5 O -22.33 9.40 4.67
6 O -23.68 11.46 4.31
7 C -24.00 10.36 6.64
8 H -24.46 12.49 6.86
9 H -24.19 11.74 8.40
10 H -21.93 11.34 8.27
11 H -22.10 12.99 7.74
12 H -20.84 10.97 6.20
13 H -21.62 12.56 5.52
14 H -23.59 9.54 7.19
15 H -24.98 10.07 6.22
16 C -17.83 9.47 16.84
17 C -17.99 7.96 16.81
18 C -19.45 7.62 16.34
19 S -20.07 9.08 15.51
20 O -21.03 9.78 16.37
21 O -20.61 8.81 14.18
22 C -18.49 9.98 15.56
23 H -16.76 9.80 17.00
24 H -18.37 9.98 17.69
25 H -17.76 7.41 17.68
26 H -17.19 7.62 16.22
27 H -20.18 7.42 17.09
28 H -19.44 6.79 15.62
29 H -18.73 11.06 15.47
30 H -17.96 9.67 14.65
31 C -22.56 2.43 12.64
32 C -22.85 3.52 11.54
33 C -22.22 4.85 11.95
34 S -21.05 4.52 13.23
35 O -21.68 4.79 14.51
36 O -19.74 5.10 12.96
37 C -21.09 2.72 12.94
38 H -22.85 1.47 12.28
39 H -23.15 2.43 13.50
40 H -23.92 3.75 11.50
41 H -22.59 3.17 10.58
42 H -22.94 5.61 12.32
43 H -21.73 5.40 11.14
44 H -20.72 2.29 13.88
45 H -20.38 2.58 12.07
46 C -14.55 12.22 10.88
47 C -14.81 10.75 10.55
48 C -16.23 10.41 10.88
49 S -16.30 11.02 12.60
50 O -15.72 9.98 13.40
51 O -17.56 11.58 12.99
52 C -15.06 12.32 12.39
53 H -15.10 12.90 10.24
54 H -13.53 12.57 10.84
55 H -14.09 10.10 11.05
56 H -14.66 10.43 9.49
57 H -16.45 9.33 10.98
58 H -17.02 10.95 10.29
59 H -14.31 11.97 13.12
60 H -15.47 13.28 12.63
61 C -21.66 13.42 14.60
62 O -20.87 12.23 14.55
63 H -22.67 13.37 15.08
64 H -21.20 14.20 15.23
65 H -21.76 13.78 13.60
66 H -21.17 11.64 15.21
67 C -17.27 9.84 5.90
68 O -17.85 8.62 6.26
69 H -17.97 10.66 5.71
70 H -16.66 10.27 6.74
71 H -16.60 9.71 5.05
72 H -18.66 8.42 5.82
73 C -25.27 12.63 10.79
74 O -23.84 12.75 10.91
75 H -25.58 13.64 10.51
76 H -25.59 11.97 10.00
77 H -25.82 12.31 11.70
78 H -23.46 11.93 11.14
79 C -20.36 3.18 8.02
80 O -21.14 3.82 9.05
81 H -20.93 2.51 7.35
82 H -19.77 3.96 7.47
83 H -19.63 2.53 8.51
84 H -21.75 4.35 8.58
85 C -17.39 6.56 8.82
86 O -17.77 7.92 8.84
87 H -18.21 5.89 8.49
88 H -16.52 6.22 8.23
89 H -17.22 6.30 9.86
90 H -18.07 8.11 7.94
91 C -16.55 6.75 13.61
92 O -17.88 7.14 13.31
93 H -15.95 6.52 12.69
94 H -16.13 7.61 14.08
95 H -16.45 5.87 14.25
96 H -18.49 6.44 13.12
97 C -20.93 7.20 6.44
98 O -20.17 7.79 5.38
99 H -21.96 6.86 6.15
100 H -20.38 6.30 6.77
101 H -20.92 7.85 7.27
102 H -20.74 8.53 5.11
103 C -25.16 8.04 9.87
104 C -25.75 6.57 9.83
105 O -24.67 5.77 9.23
106 C -23.64 6.58 8.95
107 O -22.63 6.20 8.49
108 O -23.97 7.89 9.12
109 H -24.84 8.28 10.87
110 H -25.89 8.72 9.44
111 H -26.59 6.38 9.17
112 H -25.95 6.03 10.78
113 C -23.54 9.57 14.51
114 C -23.40 8.09 14.23
115 O -24.74 7.68 13.86
116 C -25.47 8.80 13.57
117 O -26.59 8.76 13.09
118 O -24.80 9.90 13.95
119 H -22.76 10.11 14.09
120 H -23.55 9.77 15.55
121 H -23.11 7.44 15.06
122 H -22.66 7.89 13.41
123 C -19.40 13.45 11.97
124 C -20.73 13.44 11.18
125 O -20.39 13.26 9.81
126 C -19.12 12.77 9.76
127 O -18.62 12.29 8.78
128 O -18.54 12.90 10.95
129 H -19.43 12.79 12.87
130 H -19.10 14.46 12.22
131 H -21.15 14.47 11.28
132 H -21.42 12.72 11.55
133 C -20.28 8.11 10.71
134 C -19.83 9.56 10.64
135 O -21.06 10.32 10.60
136 C -22.04 9.57 11.12
137 O -23.14 10.00 11.44
138 O -21.68 8.30 11.08
139 H -19.76 7.61 11.50
140 H -20.18 7.57 9.76
141 H -19.31 9.76 9.74
142 H -19.24 9.96 11.50



Record 2
# C50H41BiN10O3S

C50H41BiN10O3S as an isolated structure in a non-equilibrium geometry (ωB97M-V/def2-TZVPD, the Open Molecules 2025 dataset).

Values from the calculation:
max |F| = 1.85 eV/Å
multiplicity = 1
energy relative to the best compared isomer or geometry (same formula, charge and spin) = 0.00 kJ/mol
total charge = -2
Kohn-Sham gap = 0.23559 Ha

Atoms and positions in Å:
1 Bi 0.04 -0.74 -0.54
2 O 0.63 0.70 1.25
3 C 1.04 1.98 1.21
4 C 1.34 2.44 -0.28
5 C 2.48 1.68 -0.86
6 C 3.74 2.27 -1.01
7 C 4.82 1.46 -1.33
8 C 4.63 0.10 -1.53
9 C 3.34 -0.40 -1.45
10 C 3.07 -1.89 -1.58
11 C 2.73 -2.54 -0.19
12 O 1.64 -1.88 0.37
13 C 3.91 -2.47 0.80
14 C 5.27 -2.53 0.42
15 C 6.30 -2.54 1.34
16 C 5.99 -2.50 2.70
17 C 4.66 -2.46 3.10
18 C 3.64 -2.44 2.15
19 C 2.37 -4.03 -0.35
20 C 1.24 -4.50 0.32
21 C 0.90 -5.85 0.32
22 C 1.66 -6.76 -0.40
23 C 2.79 -6.33 -1.07
24 C 3.14 -4.97 -1.03
25 N 2.29 0.39 -1.16
26 C -0.01 2.88 1.84
27 C -0.39 4.12 1.38
28 C -1.34 4.88 2.06
29 C -1.86 4.43 3.26
30 C -1.49 3.19 3.74
31 C -0.56 2.44 3.04
32 C 2.36 2.14 1.96
33 C 3.10 0.98 2.20
34 C 4.37 1.01 2.74
35 C 4.92 2.22 3.08
36 C 4.20 3.40 2.86
37 C 2.92 3.35 2.30
38 H 0.45 2.30 -0.91
39 H 1.58 3.52 -0.31
40 H 3.84 3.32 -0.79
41 H 5.81 1.89 -1.42
42 H 5.47 -0.55 -1.75
43 H 2.19 -2.03 -2.20
44 H 3.92 -2.41 -2.01
45 H 5.54 -2.59 -0.62
46 H 7.35 -2.54 1.05
47 H 6.77 -2.44 3.44
48 H 4.41 -2.42 4.17
49 H 2.61 -2.37 2.44
50 H 0.60 -3.80 0.82
51 H 0.01 -6.17 0.85
52 H 1.38 -7.80 -0.40
53 H 3.40 -7.01 -1.67
54 H 4.07 -4.65 -1.49
55 H -0.01 4.51 0.45
56 H -1.64 5.83 1.64
57 H -2.55 5.09 3.80
58 H -1.93 2.80 4.65
59 H -0.30 1.42 3.34
60 H 2.64 0.05 1.89
61 H 4.91 0.09 2.83
62 H 5.93 2.32 3.51
63 H 4.64 4.35 3.12
64 H 2.37 4.27 2.13
65 N -0.49 -1.02 -5.40
66 C -0.10 -1.27 -4.10
67 O 0.87 -0.72 -3.61
68 C -0.99 -2.25 -3.32
69 C -0.41 -2.60 -1.97
70 H -0.12 -0.18 -5.82
71 H -1.46 -1.23 -5.62
72 H -1.13 -3.16 -3.90
73 H -1.98 -1.80 -3.20
74 H 0.44 -3.26 -2.10
75 H -1.13 -3.18 -1.38
76 S -7.30 0.51 -2.32
77 C -5.59 0.08 -1.96
78 C -5.34 -1.05 -1.20
79 C -4.03 -1.29 -0.78
80 N -3.01 -0.51 -1.16
81 C -3.27 0.56 -1.91
82 C -4.55 0.91 -2.32
83 C -7.58 1.58 -0.91
84 C -7.99 1.03 0.30
85 C -8.23 1.87 1.39
86 N -8.05 3.19 1.33
87 C -7.64 3.70 0.16
88 C -7.40 2.97 -0.98
89 H -6.15 -1.73 -0.91
90 H -3.80 -2.17 -0.17
91 H -2.42 1.18 -2.20
92 H -4.68 1.80 -2.91
93 H -8.10 -0.05 0.39
94 H -8.56 1.44 2.33
95 H -7.47 4.76 0.18
96 H -7.05 3.46 -1.86
97 N -5.14 -2.42 3.21
98 C -3.98 -2.23 3.27
99 N -2.69 -2.00 3.38
100 C -1.94 -1.98 2.29
101 N -1.29 -1.93 1.31
102 N -3.96 5.89 -4.14
103 C -3.50 5.29 -3.26
104 N -2.93 4.61 -2.25
105 C -1.99 3.80 -2.79
106 N -1.19 3.15 -3.32



Record 3
# C27H28GeMnN4S

C27H28GeMnN4S as an isolated structure (ωB97M-V/def2-TZVPD, the Open Molecules 2025 dataset).

Values from the calculation:
max |F| = 0.46 eV/Å
multiplicity = 5
total charge = +1
Kohn-Sham gap (spin up / spin down) = 0.25938 / 0.26667 Ha

Atoms and positions in Å:
1 Mn 0.28 0.61 0.36
2 C -4.93 2.78 -0.19
3 C -4.14 3.17 1.04
4 N -2.79 3.62 0.72
5 C -1.68 2.88 0.64
6 S -1.81 1.18 1.11
7 N -0.59 3.51 0.24
8 N 0.49 2.71 0.18
9 C 1.67 3.20 0.07
10 C 1.97 4.66 0.00
11 C 2.76 2.19 0.02
12 C 4.08 2.57 -0.12
13 C 5.07 1.60 -0.16
14 C 4.71 0.27 -0.07
15 C 3.37 -0.04 0.07
16 N 2.41 0.89 0.13
17 H -5.93 2.44 0.10
18 H -4.44 1.96 -0.72
19 H -5.04 3.62 -0.87
20 H -4.06 2.33 1.74
21 H -4.63 3.98 1.59
22 H -2.67 4.57 0.40
23 H 1.04 5.22 0.02
24 H 2.51 4.90 -0.91
25 H 2.59 4.96 0.85
26 H 4.34 3.62 -0.20
27 H 6.11 1.89 -0.27
28 H 5.44 -0.53 -0.11
29 H 3.04 -1.07 0.14
30 C 1.10 -2.21 2.91
31 Ge 0.02 -1.75 1.33
32 C -1.79 -2.43 1.44
33 C -2.73 -1.91 2.33
34 C -4.00 -2.45 2.42
35 C -4.35 -3.53 1.62
36 C -3.43 -4.07 0.74
37 C -2.16 -3.52 0.65
38 C 0.96 -2.41 -0.26
39 C 2.00 -3.30 -0.19
40 C 2.88 -3.49 -1.27
41 C 2.76 -2.73 -2.40
42 C 1.70 -1.80 -2.53
43 C 1.57 -0.96 -3.67
44 C 0.54 -0.07 -3.77
45 C -0.45 -0.02 -2.78
46 C -0.36 -0.82 -1.67
47 C 0.76 -1.70 -1.48
48 H 1.13 -3.30 2.99
49 H 0.63 -1.82 3.82
50 H 2.11 -1.82 2.84
51 H -2.47 -1.07 2.96
52 H -4.71 -2.03 3.11
53 H -5.34 -3.96 1.69
54 H -3.69 -4.92 0.12
55 H -1.45 -3.95 -0.05
56 H 2.19 -3.85 0.73
57 H 3.68 -4.22 -1.19
58 H 3.47 -2.84 -3.22
59 H 2.31 -1.05 -4.46
60 H 0.47 0.57 -4.65
61 H -1.31 0.63 -2.90
62 H -1.21 -0.90 -1.00



Record 4
# C25H32N4O5

C25H32N4O5 in the gas phase in a non-equilibrium geometry (ωB97M-V/def2-TZVPD, the Open Molecules 2025 dataset).

Values from the calculation:
max |F| = 5.21 eV/Å
multiplicity = 1
energy relative to the best compared isomer or geometry (same formula, charge and spin) = 649.45 kJ/mol
total charge = 0
Kohn-Sham gap = 0.21646 Ha

Atoms and positions in Å:
1 C 3.48 0.17 2.92
2 C 3.36 0.62 1.49
3 C 4.06 1.91 1.26
4 O 1.89 0.66 1.20
5 C 1.58 0.74 -0.11
6 N 0.14 0.72 -0.41
7 N 0.09 1.36 -1.56
8 C -0.77 2.43 -1.73
9 O -1.73 2.78 -1.00
10 O -0.45 3.11 -2.86
11 C -1.53 3.86 -3.60
12 C -0.82 4.80 -4.56
13 C -2.54 4.59 -2.74
14 O 2.50 0.85 -0.90
15 H 4.52 0.23 3.27
16 H 2.85 0.78 3.59
17 H 3.17 -0.88 3.04
18 H 3.77 -0.15 0.83
19 H 5.08 1.85 1.65
20 H 4.13 2.12 0.19
21 H 3.55 2.73 1.76
22 H -2.07 3.09 -4.19
23 H -1.53 5.31 -5.22
24 H -0.28 5.57 -3.99
25 H -0.10 4.26 -5.19
26 H -3.25 5.12 -3.39
27 H -3.08 3.88 -2.11
28 H -2.01 5.34 -2.11
29 C -2.16 1.44 1.41
30 O -1.25 0.36 1.59
31 C -0.84 -0.37 0.46
32 C -2.05 -0.77 -0.46
33 C -1.77 -0.61 -1.80
34 C -2.76 -0.67 -2.78
35 C -4.04 -1.09 -2.43
36 C -4.34 -1.30 -1.08
37 C -3.37 -1.15 -0.07
38 C -0.14 -1.57 1.00
39 N 0.18 -2.72 0.32
40 C -0.29 -3.19 -0.97
41 C 1.05 -3.50 1.11
42 C 1.17 -2.87 2.33
43 C 2.10 -3.27 3.29
44 C 2.94 -4.36 2.96
45 C 2.81 -5.00 1.71
46 C 1.85 -4.58 0.76
47 N 0.38 -1.70 2.25
48 C 0.18 -0.82 3.37
49 H -2.03 2.02 2.35
50 H -1.86 2.02 0.48
51 H -3.19 1.01 1.30
52 H -0.73 -0.44 -2.05
53 H -2.44 -0.48 -3.81
54 H -4.81 -1.12 -3.20
55 H -5.35 -1.64 -0.82
56 H -3.63 -1.35 0.96
57 H 0.15 -4.19 -1.13
58 H -1.39 -3.28 -0.98
59 H 0.05 -2.52 -1.76
60 H 2.17 -2.73 4.25
61 H 3.69 -4.69 3.69
62 H 3.49 -5.84 1.49
63 H 1.75 -5.07 -0.21
64 H 0.69 -1.26 4.22
65 H 0.65 0.14 3.14
66 H -0.88 -0.69 3.60